Here is a 11-piece molecular cluster, C30H46N12O10 overall from OMol25. Energies are from the ωB97M-V functional and the def2-TZVPD basis.

Results
SMILES: Oc1ccc(O)cc1.Oc1ccc(O)cc1.Oc1ccc(O)cc1.NC(N)=O.NC(N)=O.NC(N)=O.NC(N)=O.CC#N.CC#N.CC#N.CC#N
Molar mass (Da): 734.77
LUMO (hartree): -0.0117
E_tot (Ha): -2580.1291

XYZ file:
```
98
Properties=species:S:1:pos:R:3:mulliken_charge:R:1
O 11.980 -6.269 1.979 -0.54
O 8.566 -12.588 9.469 -0.66
O 7.625 -9.089 0.344 -0.56
O 7.274 -15.074 2.981 -0.68
O 4.053 -19.291 6.012 -0.52
O 10.188 -10.508 -4.550 -0.54
O 1.802 -16.841 10.362 -0.53
O 2.472 -10.417 3.476 -0.59
O 3.548 -23.212 2.511 -0.65
O 13.142 -14.700 -2.350 -0.53
N 9.305 -21.730 4.169 -0.32
N 2.963 -12.382 2.553 -0.43
N 8.624 -12.552 7.252 -0.36
N 2.443 -23.110 0.651 -0.38
N 7.667 -15.036 0.756 -0.45
N 8.118 -14.382 8.137 -0.37
N 0.982 -18.292 -2.844 -0.36
N 7.279 -16.947 1.754 -0.38
N 14.195 -13.969 3.860 -0.37
N 4.135 -11.666 4.161 -0.42
N 8.835 -20.375 -3.059 -0.37
N 4.499 -22.405 0.641 -0.38
C 2.464 -17.405 9.267 1.02
C 1.838 -17.476 -2.815 0.38
C 13.596 -14.971 3.720 0.30
C 10.558 -12.900 -4.225 -0.43
C 8.594 -8.333 0.866 0.43
C 3.518 -22.864 1.353 0.66
C 8.690 -6.978 0.662 -0.64
C 11.981 -11.299 -3.094 -0.50
C 9.599 -9.077 1.568 -0.54
C 10.859 -6.985 1.671 0.56
C 3.569 -18.641 7.102 -0.12
C 2.271 -16.792 8.010 -0.76
C 11.388 -13.903 -3.769 -0.66
C 2.865 -16.452 -2.708 -0.80
C 3.646 -19.186 8.343 -0.06
C 3.088 -18.616 9.426 -0.87
C 12.492 -13.650 -2.919 0.66
C 8.372 -13.134 8.388 0.66
C 12.784 -12.345 -2.560 -0.46
C 3.114 -11.381 3.392 0.65
C 10.750 -8.362 1.889 -0.50
C 9.642 -21.236 -3.083 0.35
C 12.808 -16.198 3.436 -0.70
C 10.618 -22.330 -3.090 -0.77
C 2.907 -17.474 6.966 -0.20
C 9.803 -22.152 5.106 0.28
C 7.429 -15.661 1.908 0.63
C 10.853 -11.544 -3.892 0.35
C 10.483 -22.654 6.318 -0.73
C 9.831 -6.263 1.097 -0.28
H 11.174 -22.395 -2.154 0.26
H 7.800 -14.635 7.213 0.15
H 13.722 -12.162 -2.055 0.30
H 2.142 -12.081 2.049 0.23
H 1.575 -15.951 10.084 0.28
H 11.243 -21.935 6.624 0.25
H 2.639 -15.536 -2.162 0.27
H 7.987 -15.029 8.902 0.21
H 8.574 -11.545 7.303 0.22
H 5.282 -22.056 1.175 0.22
H 2.797 -17.064 5.973 0.39
H 11.814 -16.213 3.883 0.26
H 9.779 -5.187 1.021 0.28
H 7.966 -14.138 1.109 0.26
H 7.383 -17.308 0.817 0.15
H 8.072 -15.582 0.010 0.22
H 10.906 -23.657 6.257 0.27
H 13.289 -16.904 4.113 0.26
H 7.419 -8.861 -0.566 0.33
H 3.179 -16.110 -3.694 0.25
H 10.035 -10.797 -5.453 0.32
H 8.480 -13.150 6.451 0.16
H 3.796 -16.761 -2.233 0.25
H 10.290 -23.363 -3.203 0.28
H 4.473 -22.312 -0.364 0.18
H 13.981 -14.587 -1.897 0.31
H 3.194 -19.065 10.402 0.39
H 12.664 -16.325 2.363 0.25
H 9.747 -22.767 7.114 0.25
H 7.944 -6.323 0.236 0.36
H 9.459 -10.142 1.670 0.47
H 11.375 -22.102 -3.841 0.25
H 1.690 -15.884 7.955 0.30
H 4.566 -10.847 4.567 0.23
H 4.692 -12.451 3.858 0.15
H 11.667 -8.924 1.989 0.32
H 6.759 -17.490 2.428 0.25
H 11.239 -14.907 -4.135 0.40
H 3.868 -20.233 6.019 0.32
H 3.655 -13.118 2.550 0.18
H 12.050 -5.344 1.732 0.30
H 2.528 -22.709 -0.272 0.14
H 4.180 -20.118 8.455 0.36
H 12.276 -10.292 -2.840 0.39
H 1.695 -23.748 0.883 0.21
H 9.706 -13.110 -4.854 0.40
```


Here is C30H46N4O4SbSi3Y as an isolated structure from OMol25. Energies are from the ωB97M-V functional and the def2-TZVPD basis.

Results
ΔE to the lowest compared entry with this formula, charge and spin (kJ/mol): 42.52
Molar mass (Da): 821.65
LUMO (hartree): -0.0034
E_tot (Ha): -2838.0887

XYZ file:
```
89
Properties=species:S:1:pos:R:3:mulliken_charge:R:1
Sb 0.800 1.311 1.225 0.20
Y 0.679 -1.663 -0.461 -0.22
Si 3.607 0.485 -0.267 0.74
Si -2.148 2.982 0.110 0.26
Si -2.018 1.320 2.807 0.53
O -0.958 -2.418 0.835 0.18
O 3.651 -4.173 -2.290 -0.71
O -1.750 -3.933 2.284 -0.73
O 2.351 -2.468 -1.618 -0.18
N 1.507 -2.498 1.716 -0.44
N 0.282 -4.049 -1.286 0.12
N -1.345 -0.238 -0.873 1.09
N 1.818 2.578 -1.915 -0.09
C -1.947 -1.084 -1.721 -0.09
C 4.445 0.204 -1.918 -1.02
C 1.297 2.553 -4.258 -0.59
C 0.308 -6.725 -1.975 -0.26
C 1.707 3.182 -3.096 -0.62
C -1.775 -0.418 3.458 -0.96
C -2.080 4.525 1.180 -1.14
C 1.745 0.559 -0.528 1.63
C -3.974 2.772 -0.312 -1.38
C 1.383 -4.611 -1.790 0.46
C -1.462 1.405 0.970 3.39
C -1.025 2.505 3.879 -1.23
C 4.156 -0.905 0.887 -1.17
C 1.442 -5.948 -2.145 -0.87
C -3.365 -0.143 0.348 -0.52
C -3.247 -1.512 -1.603 -1.31
C -0.848 -3.291 1.783 0.46
C -0.807 -4.804 -1.108 -0.31
C 0.593 -3.522 2.259 -0.80
C -3.959 -1.042 -0.506 -1.12
C 2.595 -3.702 -1.929 0.13
C 1.003 1.199 -4.183 -0.75
C -1.303 3.299 -1.524 -0.87
C 4.361 2.047 0.472 -1.41
C -0.836 -6.145 -1.446 -1.10
C 1.219 3.415 1.247 -1.37
C 1.128 0.561 -2.966 -0.38
C 1.525 1.269 -1.819 -0.72
C -2.046 0.294 0.146 -2.68
C -3.805 1.824 3.158 -1.27
H -1.329 -1.447 -2.544 0.47
H -1.149 2.373 -2.084 0.10
H -0.331 3.771 -1.407 0.16
H 2.301 3.509 1.259 0.50
H -1.932 3.959 -2.128 0.60
H 0.843 3.909 0.357 0.27
H 4.084 -0.710 -2.392 0.20
H -2.689 4.434 2.080 0.29
H -2.509 5.336 0.583 0.47
H -3.905 1.858 4.246 0.47
H 0.983 -0.516 -2.924 0.48
H 0.317 -7.773 -2.244 0.44
H -4.567 1.132 2.796 0.46
H -1.123 3.544 3.560 0.38
H -4.048 2.819 2.783 0.36
H 1.964 4.237 -3.113 0.45
H -2.120 -0.471 4.493 0.55
H 3.977 -1.884 0.434 0.15
H -1.663 -4.310 -0.663 0.51
H -4.338 3.747 -0.648 0.42
H -4.595 2.462 0.529 0.33
H -4.975 -1.369 -0.327 0.49
H 2.369 -6.339 -2.537 0.54
H -1.737 -6.719 -1.284 0.43
H 4.055 2.930 -0.093 0.34
H 5.232 -0.803 1.046 0.53
H 0.901 -4.499 1.884 0.35
H 1.225 3.101 -5.187 0.43
H -4.129 2.067 -1.130 0.35
H -3.929 0.247 1.179 0.15
H -2.311 -1.176 2.884 0.29
H 1.477 -1.659 2.295 0.15
H -3.674 -2.197 -2.321 0.50
H -1.436 2.434 4.891 0.48
H 3.692 -0.844 1.875 0.32
H 5.523 0.107 -1.765 0.46
H 0.606 -3.569 3.348 0.43
H -1.078 4.829 1.473 0.36
H 0.807 3.855 2.152 0.45
H 0.703 0.648 -5.066 0.41
H 4.278 1.044 -2.596 0.23
H 4.084 2.193 1.520 0.33
H 5.452 1.976 0.433 0.41
H 0.035 2.260 3.943 0.29
H -0.715 -0.684 3.448 0.05
H 2.472 -2.812 1.735 0.27
```


Here is C30H47AlCl2N4O6S2Si as an isolated structure from OMol25. Energies are from the ωB97M-V functional and the def2-TZVPD basis.

Results
ΔE to the lowest compared entry with this formula, charge and spin (kJ/mol): 488.56
Molar mass (Da): 749.84
LUMO (alpha / beta) (hartree): -0.0412 / -0.0409
E_tot (Ha): -4090.4643

XYZ file:
```
93
Properties=species:S:1:pos:R:3:mulliken_charge:R:1
Cl 1.162 -0.867 -1.835 0.04
Cl 1.800 0.003 0.890 -0.46
S -1.001 -0.077 4.395 1.14
S 0.422 3.016 2.135 -0.40
Si 3.475 -2.229 -1.479 0.77
Al 0.404 -1.663 -0.022 -0.08
O -2.429 -0.177 4.222 -0.70
O 0.488 0.958 -3.822 -0.21
O -0.684 -2.778 -1.440 -0.62
O -0.322 -1.282 4.825 -0.71
O -1.110 -0.715 0.253 -0.50
O 0.611 -2.834 1.299 -0.53
N 1.245 -3.430 3.389 0.42
N -2.597 0.629 1.225 1.23
N -0.274 0.640 3.109 0.06
N -1.354 -1.927 -3.558 0.49
C 0.886 2.308 -3.989 1.28
C 0.019 2.270 4.749 -0.04
C -1.493 -2.192 -2.236 -0.06
C -0.933 1.391 6.822 -0.71
C 0.087 1.923 3.341 0.59
C 0.321 1.788 -2.602 -1.75
C 0.469 -4.672 3.316 -0.90
C 2.407 2.374 -4.144 -1.49
C -1.188 3.317 -1.295 -0.44
C -3.591 3.112 -1.356 -0.60
C -3.551 -0.482 1.179 -1.01
C 4.789 -2.171 -2.749 -1.10
C 0.275 3.208 -6.283 -1.48
C -2.182 1.342 -2.241 0.62
C -3.062 1.866 1.865 -1.09
C -1.020 2.137 -2.074 -0.25
C 0.011 3.643 6.735 -0.48
C -0.594 2.594 7.462 -0.48
C 1.170 -2.553 2.433 -0.28
C -0.001 3.025 -4.854 -0.68
C -0.180 -2.187 -4.411 -0.84
C -1.391 0.394 0.806 -0.05
C 2.135 -3.128 4.521 -0.88
C -3.451 1.849 -1.927 -0.68
C -2.453 3.833 -1.013 -0.71
C 4.307 -1.756 0.172 -0.95
C 0.298 3.486 5.371 -0.66
C 2.817 -3.978 -1.239 -0.92
C -2.547 -1.475 -4.275 -1.00
C -0.615 1.252 5.478 0.08
H 5.353 -2.120 0.108 0.44
H 1.048 2.507 -6.608 0.34
H 0.329 -4.983 2.272 0.29
H 0.611 4.217 -6.518 0.29
H -4.576 3.535 -1.168 0.38
H 3.557 -4.570 -0.672 0.44
H -2.519 4.811 -0.510 0.36
H -0.580 -2.406 -5.412 0.37
H -1.433 0.578 7.341 0.46
H 0.735 4.297 4.765 0.38
H 2.641 3.342 -4.600 0.33
H -4.510 -0.118 0.797 0.32
H 1.858 -4.063 -0.709 0.16
H 2.697 -4.450 -2.223 0.36
H -3.955 2.211 1.317 0.40
H 0.407 -3.029 -4.054 0.22
H 1.010 -5.430 3.879 0.34
H -0.809 2.728 8.531 0.37
H -4.361 1.256 -2.106 0.39
H 4.309 -0.673 0.331 0.36
H -3.293 1.637 2.917 0.29
H 2.882 1.551 -4.702 0.24
H -0.610 1.182 0.870 0.66
H -1.003 3.210 -4.491 0.33
H 3.035 -2.634 4.110 0.33
H -2.459 -1.774 -1.856 0.30
H 2.390 -4.069 5.023 0.36
H -2.106 0.302 -2.580 0.75
H 4.455 -2.595 -3.694 0.32
H 1.616 -2.436 5.208 0.28
H 3.843 -2.219 1.056 0.06
H 0.456 -1.294 -4.528 0.22
H 1.592 -1.563 2.617 0.73
H -0.288 3.841 -0.951 0.56
H -3.167 -1.265 0.527 0.19
H 1.067 1.554 -1.800 0.82
H -2.561 -1.922 -5.274 0.41
H -2.254 2.613 1.801 0.21
H 0.259 4.596 7.248 0.35
H 5.629 -2.765 -2.367 0.36
H -3.439 -1.785 -3.719 0.33
H 2.830 2.347 -3.132 0.40
H 5.135 -1.151 -2.915 0.32
H -0.637 3.027 -6.862 0.37
H -0.511 -4.547 3.795 0.27
H -2.561 -0.382 -4.399 0.33
H -3.684 -0.884 2.190 0.22
```